(1)
Here is 7 unconnected molecules or ions with the total composition C47H100BrF5IN6O12S from OMol25. Energies are from wB97M-V/def2-TZVPD.

```
173
Properties=species:S:1:pos:R:3:mulliken_charge:R:1
F -1.34 -3.67 -0.97 -0.22
C -2.48 -3.77 -0.23 0.80
F -3.53 -3.88 -1.14 -0.26
F -2.54 -4.91 0.54 -0.27
C -2.78 -2.49 0.62 0.19
C -2.75 -1.22 -0.13 -0.47
C -3.03 0.00 0.63 -0.92
C -3.34 -0.07 2.06 -0.51
C -3.37 -1.34 2.82 0.76
C -3.73 -1.24 4.31 0.66
F -3.98 0.07 4.73 -0.23
F -4.94 -1.90 4.49 -0.26
S -2.57 -1.95 5.57 0.13
Br -2.18 -4.11 5.13 0.05
C -0.86 -1.19 5.46 -0.66
C -0.57 -0.29 4.22 1.04
C -0.01 -0.94 2.90 -0.59
I 0.72 -2.96 2.99 0.01
C -3.10 -2.56 2.06 -0.41
H -2.54 -1.15 -1.22 0.34
H -3.05 0.99 0.10 0.39
H -3.57 0.91 2.56 0.36
H -0.13 -2.01 5.69 0.68
H -0.83 -0.51 6.37 0.13
H -1.50 0.31 3.99 0.11
H 0.18 0.49 4.55 -0.55
H 0.85 -0.30 2.55 0.37
H -0.75 -0.89 2.05 -0.14
H -3.14 -3.55 2.55 0.36
C 3.45 1.98 -2.71 -0.69
O 2.54 2.60 -3.60 -0.34
C 2.44 1.94 -4.86 -0.83
C 1.08 1.28 -5.02 -0.14
N 0.94 0.13 -4.13 -0.30
C -0.42 -0.39 -4.04 -0.78
C -1.49 0.53 -3.45 0.22
O -1.31 0.81 -2.06 -0.06
C -0.43 1.89 -1.78 -0.74
H 3.57 2.63 -1.85 0.22
H 3.07 1.02 -2.36 0.29
H 4.43 1.85 -3.18 0.36
H 3.26 1.22 -5.01 0.41
H 2.54 2.71 -5.63 0.41
H 0.96 0.95 -6.06 0.38
H 0.32 2.04 -4.81 0.17
H 1.24 0.39 -3.20 0.07
H -0.37 -1.29 -3.42 0.33
H -0.74 -0.72 -5.03 0.43
H -2.45 0.00 -3.52 -0.59
H -1.62 1.45 -4.02 0.39
H -0.45 2.66 -2.56 0.34
H 0.59 1.52 -1.64 0.21
H -0.74 2.34 -0.84 0.30
C 7.04 -0.09 3.58 -0.32
O 6.02 -0.93 4.08 -0.36
C 6.05 -1.08 5.50 -0.38
C 4.85 -0.40 6.14 -0.03
N 4.96 1.05 6.05 -0.23
C 3.73 1.76 6.41 -1.00
C 2.50 1.52 5.53 0.95
O 2.62 2.04 4.20 -0.48
C 3.27 1.16 3.29 -0.62
H 7.03 -0.15 2.49 0.29
H 6.87 0.96 3.86 0.27
H 8.03 -0.41 3.93 -0.01
H 7.00 -0.73 5.92 -0.13
H 5.99 -2.16 5.70 0.42
H 4.80 -0.69 7.20 0.38
H 3.95 -0.77 5.64 0.02
H 5.20 1.30 5.10 0.12
H 3.96 2.83 6.38 0.38
H 3.48 1.52 7.45 0.30
H 1.67 2.08 5.98 -0.35
H 2.18 0.47 5.51 0.11
H 3.08 0.11 3.52 0.24
H 4.34 1.37 3.26 0.27
H 2.87 1.37 2.29 0.32
C 14.56 -2.05 4.53 -0.72
O 13.54 -2.89 5.03 -0.34
C 13.56 -3.04 6.45 -0.80
C 12.36 -2.36 7.09 -0.17
N 12.46 -0.91 6.99 -0.30
C 11.22 -0.20 7.34 -1.13
C 9.99 -0.44 6.45 -0.22
O 10.12 0.07 5.13 -0.42
C 10.78 -0.81 4.22 -0.67
H 14.56 -2.12 3.45 0.24
H 14.38 -1.01 4.81 0.31
H 15.54 -2.37 4.90 0.34
H 14.50 -2.68 6.88 0.41
H 13.50 -4.11 6.66 0.39
H 12.30 -2.64 8.14 0.39
H 11.46 -2.73 6.58 0.16
H 12.70 -0.66 6.04 0.08
H 11.45 0.87 7.30 0.40
H 10.97 -0.43 8.38 0.45
H 9.16 0.11 6.90 0.36
H 9.68 -1.49 6.44 0.38
H 10.60 -1.86 4.45 0.31
H 11.85 -0.60 4.20 0.24
H 10.39 -0.60 3.22 0.32
C -5.18 -0.76 -3.38 -0.74
O -4.47 -0.64 -4.60 -0.21
C -4.42 -1.86 -5.35 -0.89
C -5.25 -1.74 -6.62 -0.22
N -6.68 -1.69 -6.32 -0.34
C -7.52 -1.32 -7.46 -0.69
C -7.33 0.08 -8.06 0.02
O -7.73 1.13 -7.19 -0.47
C -6.74 1.55 -6.26 -0.57
H -5.03 0.16 -2.81 0.19
H -6.25 -0.89 -3.56 0.45
H -4.80 -1.60 -2.79 0.25
H -4.73 -2.72 -4.75 0.39
H -3.38 -2.01 -5.64 0.38
H -5.05 -2.60 -7.27 0.40
H -4.93 -0.84 -7.15 0.16
H -6.84 -1.02 -5.58 0.14
H -8.56 -1.41 -7.13 0.37
H -7.38 -2.07 -8.26 0.23
H -7.99 0.15 -8.93 0.13
H -6.31 0.25 -8.44 0.27
H -5.73 1.44 -6.65 0.26
H -6.85 0.99 -5.32 0.16
H -6.92 2.60 -6.03 0.37
C -7.93 -3.21 -15.12 -0.72
O -6.79 -2.42 -14.84 -0.34
C -6.76 -1.20 -15.57 -0.82
C -6.95 -0.01 -14.63 -0.15
N -8.31 0.04 -14.12 -0.30
C -8.50 0.99 -13.02 -1.05
C -7.74 0.72 -11.71 -0.28
O -8.17 -0.44 -11.02 -0.39
C -7.57 -1.65 -11.46 -0.59
H -7.79 -4.19 -14.65 0.24
H -8.84 -2.76 -14.71 0.31
H -8.05 -3.37 -16.20 0.34
H -7.49 -1.18 -16.38 0.40
H -5.76 -1.12 -16.02 0.39
H -6.73 0.92 -15.17 0.39
H -6.22 -0.11 -13.82 0.15
H -8.58 -0.88 -13.79 0.07
H -9.57 0.99 -12.78 0.41
H -8.25 2.00 -13.37 0.42
H -7.95 1.56 -11.04 0.37
H -6.65 0.71 -11.85 0.37
H -6.55 -1.50 -11.82 0.32
H -8.18 -2.12 -12.23 0.18
H -7.54 -2.34 -10.61 0.26
C -4.10 2.38 8.61 -0.65
O -3.46 3.63 8.83 -0.35
C -3.15 3.87 10.21 -0.82
C -1.65 3.85 10.43 -0.17
N -1.11 2.50 10.29 -0.26
C 0.35 2.44 10.22 -0.88
C 1.04 3.12 9.04 -0.59
O 0.78 2.50 7.78 -0.33
C -0.42 2.92 7.15 -0.42
H -4.43 2.36 7.57 0.18
H -3.40 1.55 8.76 0.25
H -4.97 2.26 9.26 0.40
H -3.67 3.17 10.87 0.39
H -3.52 4.87 10.44 0.41
H -1.43 4.22 11.44 0.41
H -1.20 4.54 9.70 0.17
H -1.48 2.09 9.44 -0.01
H 0.62 1.38 10.20 0.36
H 0.76 2.84 11.16 0.47
H 2.12 3.03 9.20 0.34
H 0.83 4.20 8.99 0.42
H -0.67 3.96 7.38 0.28
H -1.25 2.26 7.43 -0.11
H -0.28 2.83 6.07 0.41
```

total charge: +1
E_HOMO: -9.615 eV
Kohn-Sham gap: 3.882 eV
F_max: 0.071 hartree/bohr

***

(2)
Here is 5 unconnected molecules or ions with the total composition C47H105Cl2IN6O7P from OMol25. Energies are from wB97M-V/def2-TZVPD.

```
169
Properties=species:S:1:pos:R:3:mulliken_charge:R:1
C -7.35 0.44 3.33 -1.43
C -6.28 -0.54 2.92 0.30
O -6.16 -0.50 1.50 -0.35
C -5.28 -1.46 0.98 0.17
C -4.92 -1.12 -0.45 -1.02
O -3.71 -0.38 -0.63 -0.28
N -3.75 0.99 -0.31 0.93
P -5.47 1.76 -0.64 -0.10
O -5.02 3.25 -0.25 -0.38
I -5.53 1.78 -3.08 -0.08
C -3.46 1.23 1.11 -2.35
C -1.97 0.86 1.30 1.17
C -1.71 -0.56 1.79 -0.95
C -2.21 -0.85 3.20 -1.19
C -1.20 1.90 2.11 -0.41
Cl 0.38 2.25 1.51 -0.19
C -1.58 2.51 3.23 0.95
C -0.77 3.47 4.03 -1.50
Cl -3.14 2.17 3.93 -0.13
O -1.47 0.86 -0.06 -0.03
C -2.30 1.53 -0.92 -0.45
O -2.21 1.10 -2.18 -0.37
C -0.94 0.59 -2.65 -0.77
C 0.14 1.66 -2.70 -0.15
N 1.43 1.02 -2.95 -0.07
C 2.47 1.47 -2.01 -1.10
C 2.94 2.92 -2.21 0.99
C 3.10 3.68 -0.91 -1.03
O 4.16 2.91 -2.96 -0.61
O -2.17 2.85 -0.72 0.46
C -2.22 3.82 -1.78 -0.86
C -1.60 5.11 -1.27 1.78
C -1.95 5.41 0.18 -1.59
C -1.95 6.23 -2.27 0.43
C -0.87 7.32 -2.28 -1.48
C -3.31 6.85 -1.98 -1.56
H -8.34 0.08 3.06 0.36
H -7.18 1.39 2.82 0.26
H -7.31 0.60 4.40 0.40
H -5.31 -0.27 3.36 -0.16
H -6.52 -1.56 3.23 0.50
H -5.72 -2.46 1.00 0.66
H -4.36 -1.52 1.58 -0.12
H -4.70 -2.05 -0.98 0.46
H -5.75 -0.65 -0.98 0.40
H -5.63 3.91 -0.62 0.46
H -4.14 0.71 1.77 0.57
H -3.58 2.29 1.30 0.96
H -2.17 -1.23 1.07 0.48
H -0.63 -0.72 1.74 0.61
H -3.25 -0.53 3.32 0.08
H -2.14 -1.91 3.44 0.23
H -1.64 -0.29 3.94 0.48
H -0.18 2.94 4.78 0.34
H -0.12 4.06 3.39 0.37
H -1.44 4.14 4.57 0.42
H -1.15 0.24 -3.66 0.54
H -0.62 -0.27 -2.06 0.08
H -0.11 2.39 -3.48 0.29
H 0.16 2.23 -1.76 0.09
H 1.74 1.31 -3.87 0.34
H 3.33 0.82 -2.12 0.70
H 2.07 1.34 -1.00 0.20
H 2.21 3.45 -2.83 -0.06
H 2.17 3.68 -0.35 0.03
H 3.89 3.22 -0.30 0.51
H 3.37 4.72 -1.11 0.06
H 4.79 3.49 -2.53 0.36
H -1.65 3.45 -2.62 0.00
H -3.23 3.97 -2.12 0.10
H -0.51 4.98 -1.30 -0.15
H -1.68 6.44 0.43 0.57
H -1.36 4.78 0.84 0.15
H -3.01 5.25 0.40 0.24
H -1.98 5.81 -3.28 0.44
H -0.99 8.00 -1.43 0.31
H 0.13 6.90 -2.22 0.10
H -0.92 7.91 -3.19 0.52
H -3.32 7.33 -1.00 0.32
H -3.55 7.62 -2.72 0.48
H -4.11 6.11 -2.00 0.25
C 1.84 -2.29 -2.03 -0.65
C 1.09 -3.15 -3.03 -0.64
N 1.95 -3.68 -4.07 0.17
C 1.22 -4.24 -5.20 -0.71
C 0.35 -5.48 -4.96 -0.99
C 3.10 -4.43 -3.61 -0.85
C 2.84 -5.65 -2.71 -0.67
H 2.39 -1.50 -2.55 0.18
H 1.13 -1.81 -1.35 0.11
H 2.53 -2.86 -1.42 0.19
H 0.33 -2.54 -3.53 0.63
H 0.54 -3.94 -2.48 0.10
H 1.95 -4.46 -5.99 0.39
H 0.58 -3.44 -5.60 0.39
H 0.94 -6.38 -4.81 0.24
H -0.29 -5.65 -5.83 0.40
H -0.30 -5.35 -4.10 0.26
H 3.75 -3.74 -3.07 0.35
H 3.67 -4.74 -4.49 0.39
H 2.13 -5.43 -1.91 0.20
H 3.78 -5.96 -2.24 0.26
H 2.47 -6.51 -3.27 0.25
C -3.20 -8.15 5.92 -1.47
C -3.22 -7.31 4.64 -0.31
N -3.28 -5.88 4.90 0.23
C -3.61 -5.10 3.74 -0.76
C -2.63 -5.08 2.56 -0.86
C -2.23 -5.36 5.76 -1.11
C -0.77 -5.59 5.32 -0.63
H -4.03 -7.88 6.57 0.33
H -3.29 -9.20 5.67 0.44
H -2.27 -8.02 6.47 0.29
H -4.12 -7.57 4.07 0.49
H -2.36 -7.60 4.02 0.25
H -3.79 -4.07 4.06 0.35
H -4.58 -5.46 3.37 0.36
H -1.73 -4.50 2.77 0.05
H -3.11 -4.63 1.69 0.34
H -2.31 -6.09 2.27 0.40
H -2.36 -5.79 6.75 0.37
H -2.41 -4.29 5.89 0.35
H -0.61 -6.62 5.02 0.25
H -0.10 -5.39 6.16 0.52
H -0.47 -4.94 4.50 0.12
C 2.95 -3.86 1.67 -1.45
C 3.29 -4.84 2.79 -0.48
N 2.99 -6.22 2.46 0.21
C 3.01 -7.10 3.60 -0.32
C 4.34 -7.31 4.34 -1.10
C 3.61 -6.72 1.24 -0.27
C 5.14 -6.66 1.14 -1.10
H 1.91 -3.98 1.36 0.30
H 3.08 -2.84 2.02 0.51
H 3.58 -3.99 0.80 0.27
H 2.70 -4.58 3.67 0.52
H 4.35 -4.69 3.07 0.23
H 2.63 -8.08 3.29 0.44
H 2.28 -6.72 4.32 0.00
H 5.03 -7.93 3.78 0.24
H 4.15 -7.82 5.29 0.45
H 4.83 -6.36 4.57 0.27
H 3.19 -6.16 0.40 -0.08
H 3.28 -7.75 1.10 0.37
H 5.53 -5.69 1.45 0.24
H 5.45 -6.82 0.10 0.42
H 5.63 -7.42 1.74 0.33
C 3.46 6.01 -4.52 -0.83
C 4.49 7.13 -4.42 -0.45
N 3.92 8.38 -3.97 0.10
C 4.80 9.52 -4.14 -0.75
C 6.11 9.55 -3.35 -0.96
C 3.19 8.31 -2.71 -0.42
C 3.94 7.79 -1.48 -0.94
H 2.61 6.32 -5.13 0.32
H 3.91 5.12 -4.97 0.46
H 3.09 5.71 -3.54 -0.22
H 4.92 7.30 -5.41 0.46
H 5.33 6.78 -3.79 0.25
H 4.22 10.42 -3.92 0.37
H 5.04 9.58 -5.21 0.42
H 5.94 9.76 -2.29 0.22
H 6.75 10.35 -3.74 0.40
H 6.66 8.62 -3.43 0.28
H 2.31 7.69 -2.86 0.03
H 2.81 9.31 -2.50 0.39
H 4.49 6.87 -1.70 0.19
H 3.22 7.56 -0.68 0.36
H 4.64 8.52 -1.07 0.29
```

total charge: +1
E_HOMO: -9.425 eV
Kohn-Sham gap: 6.611 eV
F_max: 0.016 hartree/bohr

***

Number 1: total energy -6850.802892 hartree. Number 2: total energy -4268.098004 hartree.